i) 26
Properties=species:S:1:pos:R:3:lowdin_charge:R:1 method="wB97M-V/def2-TZVPD" orbital_gap_ev=9.5 e_lumo_ev=0.97 mol_weight_g_mol=131.22 homo_ev=-8.577
H -2.884 2.296 -0.476 0.031
N -2.216 2.078 0.265 0.059
C -1.168 1.505 -0.161 -0.443
N -0.845 1.152 -1.444 0.094
H -0.326 1.305 0.540 0.090
H -1.419 1.516 -2.190 0.092
H 0.144 1.031 -1.632 0.038
C -0.398 -1.534 0.712 -0.086
C -1.652 -1.013 0.792 -0.240
C -2.711 -1.214 -0.237 -0.119
H -0.161 -2.198 -0.109 0.077
H 0.126 -1.769 1.631 0.070
H -1.978 -0.544 1.711 0.103
H -2.284 -1.486 -1.200 0.072
H -3.387 -2.010 0.079 0.078
H -3.301 -0.306 -0.352 0.056
C 2.985 -0.473 0.904 -0.121
C 1.866 0.415 0.366 -0.365
N 2.062 0.834 -1.012 -0.031
H 3.038 -1.398 0.328 0.068
H 3.956 0.024 0.844 0.067
H 2.796 -0.729 1.945 0.067
H 0.850 -0.353 0.404 0.083
H 1.804 1.317 0.977 0.106
H 2.308 0.035 -1.586 0.078
H 2.797 1.520 -1.099 0.074

---

ii) 26
Properties=species:S:1:pos:R:3:lowdin_charge:R:1 method="wB97M-V/def2-TZVPD" orbital_gap_ev=7.1 e_lumo_ev=0.68 mol_weight_g_mol=131.22 homo_ev=-6.443
C 1.556 0.298 0.234 -0.402
C 3.053 0.139 0.438 -0.124
C 0.907 -1.383 0.820 -0.036
C 1.126 0.628 -1.098 -0.123
H 1.110 0.940 0.995 0.088
H -0.330 0.186 -1.029 0.117
H 3.287 -0.258 1.427 0.069
H 3.482 -0.539 -0.305 0.074
H 3.543 1.111 0.342 0.074
H 0.906 -1.443 1.908 0.043
H 0.036 -1.842 0.364 0.012
H 1.753 -1.941 0.426 0.029
H 0.815 1.649 -1.278 0.050
H 1.662 0.162 -1.916 0.054
C -1.647 -0.024 -0.617 -0.546
N -2.176 1.202 -1.179 0.037
N -2.186 -1.218 -1.225 0.054
N -1.410 1.144 1.491 0.100
C -1.556 -0.023 0.806 -0.163
H -3.120 1.418 -0.863 0.079
H -2.183 1.159 -2.193 0.077
H -1.504 -1.667 -1.823 0.066
H -2.543 -1.893 -0.563 0.065
H -1.548 1.993 0.958 0.093
H -1.431 1.131 2.499 0.101
H -1.603 -0.930 1.383 0.111

---

iii) 26
Properties=species:S:1:pos:R:3:lowdin_charge:R:1 method="wB97M-V/def2-TZVPD" orbital_gap_ev="8.3 / 7.0" e_lumo_ev="0.81 / 0.26" mol_weight_g_mol=131.22 homo_ev="-7.506 / -6.712"
C 0.840 -0.080 1.493 -0.313
C -0.402 0.093 0.051 -0.178
C 0.007 -2.240 -0.267 -0.150
C -1.056 -0.273 -2.600 -0.198
C -0.054 0.313 2.656 -0.105
C 1.977 0.875 1.225 -0.097
N 0.484 -0.875 -0.455 -0.161
N -1.619 0.677 -1.752 -0.165
N -1.235 1.968 -2.134 -0.026
H 1.213 -1.086 1.650 0.106
H -0.226 2.093 -2.261 0.082
H -1.574 2.635 -1.452 0.070
H -0.141 1.129 -0.080 0.086
H -1.355 -0.181 0.490 0.107
H 0.710 -2.927 -0.737 0.078
H -0.075 -2.515 0.794 0.076
H -0.986 -2.395 -0.710 0.073
H -1.688 -1.161 -2.668 0.071
H -0.052 -0.700 -2.064 0.095
H -0.800 0.090 -3.599 0.078
H -0.861 -0.402 2.814 0.075
H 0.559 0.326 3.566 0.080
H -0.485 1.306 2.519 0.080
H 1.633 1.910 1.167 0.078
H 2.492 0.610 0.304 0.077
H 2.695 0.810 2.049 0.082

---

Most favorable structure: i). The second most favorable one is 2.136 eV above it.

---

i) 23
Properties=species:S:1:pos:R:3:lowdin_charge:R:1 method="wB97M-V/def2-TZVPD" orbital_gap_ev=9.3 e_lumo_ev=0.76 mol_weight_g_mol=121.18 smiles=NCCNCCN.O homo_ev=-8.519
N 0.276 1.953 2.264 -0.046
C 0.961 1.590 0.934 -0.210
C 0.436 0.182 0.509 -0.261
N -0.304 0.416 -0.703 -0.090
C 0.025 -0.626 -1.710 -0.251
C -0.887 -0.598 -2.931 -0.359
N -1.822 -1.649 -3.091 -0.059
H 0.780 1.947 3.108 0.010
H 0.021 3.015 2.154 0.091
H 2.013 1.638 1.236 0.091
H 0.619 2.317 0.151 0.111
H 1.249 -0.543 0.534 0.105
H -0.282 -0.262 1.158 0.095
H -1.274 0.348 -0.428 0.110
H 1.196 -0.502 -2.004 0.156
H 0.181 -1.611 -1.409 0.065
H -1.344 0.512 -2.836 0.150
H -0.345 -0.450 -3.838 0.072
H -2.675 -1.431 -3.687 0.098
H -1.340 -2.629 -2.989 0.122
O 0.714 -0.766 4.515 -0.069
H 1.035 -1.335 5.198 0.010
H 0.766 -1.515 3.866 0.057

---

ii) 23
Properties=species:S:1:pos:R:3:lowdin_charge:R:1 method="wB97M-V/def2-TZVPD" orbital_gap_ev=6.2 e_lumo_ev=0.16 mol_weight_g_mol=121.18 homo_ev=-5.993
N -1.004 0.337 -0.681 0.108
C -0.762 -0.784 -1.633 -0.175
C 0.732 -1.057 -1.723 -0.275
N 0.959 -2.168 -2.637 0.002
H -0.859 0.049 0.395 0.065
H -0.381 1.125 -0.869 0.135
H -1.949 0.705 -0.749 0.148
H -1.295 -1.654 -1.251 0.124
H -1.172 -0.540 -2.611 0.121
H 1.261 -0.156 -2.037 0.125
H 1.106 -1.279 -0.716 0.111
H 1.739 -2.019 -3.260 0.070
H 1.146 -3.024 -2.135 0.071
C 0.267 2.175 1.744 -0.596
O 1.380 2.840 1.530 -0.295
C 0.500 0.678 2.054 -0.235
N -0.785 -0.112 1.909 -0.036
H -0.368 2.543 2.604 0.093
H -0.475 2.192 0.871 0.065
H 1.199 0.248 1.331 0.090
H 0.896 0.564 3.062 0.106
H -0.631 -1.014 2.345 0.086
H -1.504 0.353 2.458 0.092

---

Most favorable structure: ii). The second most favorable one is 0.061 eV above it.

---

i) 18
Properties=species:S:1:pos:R:3:lowdin_charge:R:1 method="wB97M-V/def2-TZVPD" orbital_gap_ev=8.8 e_lumo_ev=-3.46 mol_weight_g_mol=110.20 charge=+1 homo_ev=-12.294
C -1.298 -0.373 -0.869 -0.160
C 0.052 -0.951 -0.294 -0.225
C 1.253 -0.032 -0.848 -0.537
S 2.669 -0.062 0.312 0.723
N -2.413 -0.824 0.031 0.183
H -1.217 0.725 -0.868 0.107
H -1.422 -0.741 -1.884 0.136
H 0.268 -2.005 -0.599 0.125
H 0.052 -1.086 0.757 0.075
H 0.928 1.012 -1.041 0.076
H 1.542 -0.370 -1.806 0.050
H 2.593 1.194 0.779 -0.144
H -2.546 -0.195 0.805 0.120
H -3.169 -0.955 -0.639 0.169
H -2.086 -1.815 0.300 0.205
H -2.701 2.434 1.655 0.143
H -1.249 2.180 0.885 0.036
O -2.106 1.815 1.065 -0.080

---

ii) 18
Properties=species:S:1:pos:R:3:lowdin_charge:R:1 method="wB97M-V/def2-TZVPD" orbital_gap_ev=8.7 e_lumo_ev=-3.45 mol_weight_g_mol=110.20 charge=+1 homo_ev=-12.166
C -0.472 -0.860 0.618 -0.157
C 0.885 -0.606 -0.045 -0.254
C 1.133 -1.646 -1.138 -0.557
S 2.551 -1.210 -2.212 0.724
N -0.958 0.358 1.327 0.187
H -1.235 -1.244 -0.063 0.137
H -0.399 -1.717 1.271 0.132
H 1.690 -0.723 0.676 0.122
H 0.844 0.384 -0.492 0.108
H 0.306 -1.659 -1.855 0.074
H 1.404 -2.607 -0.735 0.073
H 2.004 -0.271 -2.990 -0.144
H -1.479 0.924 0.694 0.105
H -1.564 0.186 2.131 0.180
H -0.193 0.972 1.630 0.168
H -1.321 3.213 -0.420 0.073
H -1.732 3.589 1.117 0.068
O -1.462 2.918 0.487 -0.038

---

Most favorable structure: ii). The second most favorable one is 0.626 eV above it.

---

i) 62
Properties=species:S:1:pos:R:3:lowdin_charge:R:1 method="wB97M-V/def2-TZVPD" orbital_gap_ev=9.0 e_lumo_ev=1.99 mol_weight_g_mol=377.31 charge=-1 homo_ev=-7.007
O -1.656 -1.529 -1.147 -0.118
H -1.614 -0.488 -1.054 -0.013
H -2.533 -1.740 -1.478 0.036
O -2.898 3.559 0.923 -0.034
H -0.304 -1.931 3.741 0.052
H 2.362 0.568 -2.651 0.015
O 3.711 0.408 -0.109 -0.039
H -0.522 2.104 3.222 0.010
H 4.125 -0.400 0.147 0.023
O -0.766 1.176 3.421 -0.066
H -0.503 3.001 -3.204 0.025
H 0.451 1.001 -0.216 0.022
O 0.802 0.211 0.211 -0.062
H -0.077 -0.015 0.561 -0.005
H -0.581 1.006 -3.729 0.014
O -3.847 0.553 -2.355 -0.082
H -0.903 -4.440 -2.418 0.019
H -3.935 1.051 -3.165 0.026
O -1.760 -4.383 -2.866 -0.058
H 2.816 0.212 -0.358 -0.015
H -2.728 3.755 0.003 0.044
O -2.228 -3.750 2.539 -0.091
H 0.072 0.735 3.350 0.001
H -2.937 0.228 -2.212 -0.012
O -1.649 -0.366 1.338 -0.077
H -1.924 -2.926 2.984 -0.023
H -0.717 2.795 -1.805 -0.012
O 0.041 1.334 -4.382 -0.075
H -2.190 -3.682 -2.425 -0.026
H 0.915 0.292 -2.255 0.020
O 2.387 -4.911 0.733 -0.101
H 3.276 0.272 4.323 0.035
H 1.694 -4.735 0.068 0.010
O 1.193 4.055 -0.278 -0.070
H 1.686 4.584 -0.912 0.044
H 0.767 3.431 -0.906 0.004
O -0.361 3.492 -2.378 -0.082
H -1.543 -0.916 0.530 0.008
H -2.006 0.486 1.090 0.024
O 2.678 -2.194 0.826 -0.047
H 3.112 -2.058 1.679 0.062
H 2.251 -1.318 0.879 0.025
O -1.685 1.055 -1.072 -0.364
H -1.303 4.106 2.333 0.031
H -2.466 1.520 -0.769 -0.049
O 2.560 0.091 3.716 -0.039
H 0.850 0.809 -4.212 0.024
O 1.644 -0.083 -2.761 -0.058
H -2.956 2.642 1.181 0.033
H 2.617 0.781 3.053 0.036
O 3.512 2.052 -2.188 -0.048
H -0.942 -4.982 0.448 0.053
H 4.392 1.659 -2.173 0.054
O -0.653 -4.384 -0.241 -0.039
H -0.055 3.711 1.444 0.016
H -0.302 -3.533 0.019 0.035
O -0.423 3.720 2.337 -0.060
H -2.189 -3.585 1.593 -0.005
H 3.460 2.289 -1.275 0.012
O -1.214 -1.674 3.846 -0.041
H -1.426 -0.779 3.554 0.018
H 2.424 -3.943 0.899 -0.021

---

ii) 62
Properties=species:S:1:pos:R:3:lowdin_charge:R:1 method="wB97M-V/def2-TZVPD" orbital_gap_ev=9.3 e_lumo_ev=1.89 mol_weight_g_mol=377.31 charge=-1 homo_ev=-7.417
O -2.053 3.230 -2.406 -0.079
H 3.100 0.335 3.668 0.040
H -1.951 2.891 -3.305 0.023
O 3.021 0.782 2.809 -0.163
H 0.045 -3.620 2.148 0.016
H 1.173 0.841 3.191 0.034
O 2.913 -2.255 2.033 -0.081
H 1.891 0.442 0.059 0.107
H -0.303 -0.331 4.491 0.030
O 2.754 -0.191 0.255 -0.123
H -1.776 -0.490 5.119 -0.005
H -0.045 0.996 -1.017 -0.127
O -0.066 0.177 -0.815 -0.148
H 3.620 3.337 -1.820 -0.011
H -0.076 -2.473 -4.604 -0.029
O -0.570 -0.343 -3.239 -0.235
H 2.727 2.793 -2.947 0.094
H -0.193 -0.158 -2.000 0.067
O 2.820 3.006 -1.997 0.015
H -4.576 -0.321 -0.072 -0.030
H 0.782 -0.840 0.657 0.040
O 2.364 5.028 -0.507 -0.112
H 2.199 -0.972 0.195 -0.046
H 0.078 0.144 -3.739 0.016
O -1.116 -2.165 -1.163 -0.005
H 1.525 4.992 -0.096 -0.041
H 3.904 0.278 2.351 0.162
O -0.021 -3.302 -4.188 -0.108
H 3.104 -2.959 2.608 0.004
H 1.644 1.952 2.139 -0.018
O -3.108 -1.075 3.098 -0.088
H -2.256 -0.952 -0.006 0.044
H -4.055 -0.904 3.064 0.031
O -2.605 -0.078 -4.750 -0.049
H 1.961 -2.283 2.324 0.026
H -2.503 0.667 -4.931 -0.236
O -0.858 -0.357 5.298 -0.062
H -0.319 -2.417 -0.845 0.002
H -0.807 -1.688 -1.863 -0.043
O 3.372 -3.244 -1.243 -0.140
H 4.213 -2.720 -1.356 0.047
H 2.785 -2.570 -0.655 0.077
O -5.189 -0.872 -0.456 -0.041
H -1.744 2.729 2.008 -0.070
H -1.718 -0.211 -4.076 0.035
O -2.851 -1.685 0.201 -0.105
H -0.291 -3.237 -3.151 0.100
O 0.926 1.542 2.551 -0.083
H -1.273 3.858 -2.512 0.068
H -2.813 -2.407 -0.456 0.070
O 0.534 -1.532 1.365 -0.079
H -0.516 3.643 0.717 0.057
H -0.337 -1.305 1.586 0.017
O 0.507 3.570 0.774 -0.093
H -2.470 3.463 0.783 0.062
H 0.496 2.661 0.387 0.040
O -2.098 3.409 1.660 0.051
H 2.408 4.360 -1.265 -0.013
H -5.050 -1.163 -1.356 0.039
O 0.850 -3.974 1.862 -0.020
H 0.859 -4.737 1.313 0.043
H -2.966 -1.294 2.123 0.024

---

Most favorable structure: i). The second most favorable one is 8.749 eV above it.